[1]
10 unconnected molecules or ions with the total composition C22H68N12O10. Source: OMol25; level of theory: ωB97M-V/def2-TZVPD.

```
112
Properties=species:S:1:pos:R:3:lowdin_charge:R:1
C 0.70067 -0.47739 0.43089 -0.155
O -0.41716 0.32874 0.57439 -0.144
H 1.40757 -0.09925 -0.30762 0.059
H 1.20998 -0.56068 1.39097 0.046
H 0.40780 -1.50158 0.19988 0.086
H -1.12399 0.00616 0.01053 0.017
C -1.87644 -2.96952 2.57621 -0.190
O -2.49284 -2.95947 3.82692 -0.109
H -1.18906 -3.81464 2.53900 0.070
H -2.60238 -3.09866 1.77343 0.070
H -1.28828 -2.06687 2.41075 0.064
H -1.78694 -2.82490 4.46347 0.044
C 1.11357 -2.48249 4.46551 -0.744
O 0.26492 -3.30878 4.80995 0.014
N 1.74954 -1.58101 5.15556 0.178
N 1.38047 -2.41228 3.20253 0.189
H 1.63736 -1.56647 6.15921 0.123
H 2.08041 -0.73780 4.70876 0.068
H 1.90833 -1.67053 2.76518 0.062
H 0.97266 -3.10022 2.58566 0.098
C -0.30098 0.75791 -4.08294 -0.824
O -1.45532 0.98431 -4.18991 0.081
N 0.25324 0.21919 -3.08101 0.180
N 0.67929 1.24247 -4.81499 0.165
H 1.12476 -0.29106 -3.06643 0.092
H -0.37008 0.35897 -2.29869 0.079
H 1.66946 1.06325 -4.72820 0.108
H 0.34718 1.89405 -5.51159 0.113
C 1.44422 -4.98556 -0.73128 -0.839
O 1.54085 -4.69589 0.42381 0.056
N 0.78852 -6.01366 -1.18143 0.173
N 1.82782 -4.21519 -1.66703 0.182
H 0.63440 -5.99812 -2.17948 0.105
H 0.27865 -6.63992 -0.57485 0.126
H 1.46306 -4.31719 -2.60333 0.117
H 2.11844 -3.35488 -1.22486 0.103
C 4.72191 -0.26681 3.27618 -0.779
O 3.61276 -0.19576 2.82438 0.031
N 5.74213 0.10994 2.59401 0.181
N 5.00324 -0.49882 4.53767 0.182
H 6.67753 -0.17799 2.84351 0.127
H 5.54631 0.34010 1.63028 0.101
H 5.76626 0.08141 4.85586 0.117
H 4.24692 -0.79475 5.13811 0.098
C -6.81265 3.84636 -0.80519 -0.057
C -5.65051 2.81210 -0.85276 -0.451
C -4.26087 3.47794 -0.69338 -0.182
O -3.20837 2.49396 -0.72592 -0.203
C -1.90404 2.98386 -1.03090 -0.097
N -5.86666 1.80623 0.11092 0.060
H -6.89917 4.35887 0.15291 0.068
H -7.77295 3.34617 -0.93063 0.072
H -6.66007 4.69074 -1.47739 0.066
H -5.55202 2.34070 -1.83061 0.122
H -4.17520 4.22768 0.09317 0.127
H -4.17288 4.11851 -1.57089 0.116
H -1.90163 3.31974 -2.06785 0.091
H -1.04896 2.35573 -0.78110 0.066
H -1.66773 3.83945 -0.39827 0.080
H -5.22908 2.15142 0.81408 0.084
H -5.54002 0.95221 -0.31810 0.026
C 0.53125 1.65103 4.15035 -0.063
C 0.84987 2.80646 3.23870 -0.465
C 2.33595 2.59291 2.77299 -0.176
O 2.74938 3.61557 1.88918 -0.207
C 2.78982 4.90248 2.39041 -0.132
N -0.07403 2.87182 2.17135 0.068
H 1.24929 1.51220 4.95859 0.077
H 0.25356 0.76540 3.57881 0.078
H -0.36308 2.02126 4.65152 0.084
H 0.67542 3.70272 3.83402 0.124
H 2.47420 1.65231 2.23982 0.098
H 3.03162 2.58864 3.61211 0.116
H 1.74477 5.20236 2.46811 0.085
H 3.25044 5.56060 1.65365 0.087
H 3.37865 5.03504 3.29805 0.090
H 0.38646 3.22392 1.34427 0.070
H -0.37777 1.94300 1.91614 0.041
C 3.97731 0.48164 -1.23941 -0.050
C 4.23327 -1.09434 -1.23434 -0.330
C 4.12919 -1.76711 -2.67130 -0.225
O 2.83076 -1.80505 -3.13487 -0.218
C 2.82580 -2.12168 -4.53386 -0.092
N 5.59810 -1.30188 -0.65652 0.030
H 3.08216 0.72967 -1.80975 0.049
H 4.69917 1.02280 -1.85111 0.070
H 4.00163 1.01571 -0.28953 0.063
H 3.50172 -1.49870 -0.53475 0.110
H 4.50562 -2.78940 -2.63506 0.117
H 4.85510 -1.38694 -3.39006 0.122
H 1.83778 -1.94701 -4.95980 0.083
H 3.08056 -3.14082 -4.82464 0.093
H 3.43067 -1.40032 -5.08331 0.090
H 5.79326 -2.28944 -0.57451 0.064
H 5.77606 -1.04869 0.30491 0.030
C -4.02209 -1.15013 -0.30287 -0.004
C -3.21872 -1.38900 -1.70872 -0.285
C -4.02768 -1.19941 -2.99296 -0.150
O -4.93819 -0.03156 -2.80484 -0.203
C -5.75438 0.02998 -3.94604 -0.136
N -2.10702 -0.36785 -1.63534 0.035
H -4.50934 -1.99509 0.18367 0.067
H -4.89672 -0.50868 -0.41087 0.035
H -3.36396 -0.74456 0.46556 0.071
H -2.71844 -2.33768 -1.90328 0.123
H -4.66838 -2.04298 -3.24987 0.117
H -3.36438 -1.02483 -3.84011 0.114
H -6.36528 -0.82960 -4.22175 0.085
H -5.13899 0.37693 -4.77611 0.092
H -6.50643 0.78022 -3.70173 0.083
H -1.92395 -0.10701 -2.59375 0.024
H -2.61398 0.40502 -1.22819 0.046
```

Total charge: 0
HOMO energy: -8.53 eV
SMILES: COC[C@H](C)N.COC[C@H](C)N.COC[C@H](C)N.COC[C@H](C)N.NC(N)=O.NC(N)=O.NC(N)=O.NC(N)=O.CO.CO
LUMO level: 0.1 eV
Energy above the lowest of the compared OMol25 structures with the same formula, charge and spin: 87.7 kcal per mole


[2]
C4H4N2O2 in the gas phase. Source: OMol25; level of theory: ωB97M-V/def2-TZVPD.

```
12
Properties=species:S:1:pos:R:3:lowdin_charge:R:1
C -0.79693 1.81985 1.74670 0.086
C -0.46255 0.99733 0.73708 -0.387
C -0.38229 -0.88751 -0.52347 -0.361
C 0.99287 -0.31981 -0.47631 -0.274
H -0.08869 2.48612 2.14047 0.045
H -1.73853 1.77417 2.31146 0.070
H -2.24445 -0.10479 0.24434 0.203
H -1.80759 -2.06089 -1.22622 0.093
N -1.18650 -0.04991 0.18689 0.129
N -0.72714 -1.95804 -1.15752 0.148
O 2.06666 -0.61574 -0.97865 0.156
O 0.82935 0.90348 0.28121 0.092
```

Total charge: 0
HOMO energy: -9.03 eV
SMILES: [H]/N=C1\NC(=C)OC1=O
LUMO level: -0.4 eV
Energy above the lowest of the compared OMol25 structures with the same formula, charge and spin: 39.9 kcal per mole


[3]
C19H23N3O4S in the gas phase. Source: OMol25; level of theory: ωB97M-V/def2-TZVPD.

```
50
Properties=species:S:1:pos:R:3:lowdin_charge:R:1
C -3.84969 -1.80226 -1.60816 -0.008
C -2.87162 -1.14043 -0.67508 -0.251
N -2.77542 0.11717 -0.46662 0.097
N -3.56682 1.03154 -1.04556 0.079
C -3.40537 2.35077 -0.71879 -0.425
O -4.17136 3.20280 -1.10485 0.096
C -2.20079 2.56798 0.14389 -0.138
C -0.93384 2.31333 -0.36995 -0.012
C 0.16615 2.43776 0.45133 -0.249
C 0.03668 2.81941 1.77327 -0.048
C -1.22190 3.10388 2.27513 -0.051
C -2.33821 2.97903 1.46263 -0.002
H -3.32254 3.19431 1.85066 0.123
H -1.33637 3.42099 3.30064 0.108
H 0.92604 2.90894 2.37639 0.115
S 1.80256 2.11922 -0.20585 0.692
O 2.75575 2.86124 0.56780 -0.282
O 1.76418 2.33950 -1.62589 -0.278
N 2.00450 0.49068 0.18124 -0.225
C 3.36017 0.11928 0.54206 -0.209
C 4.25465 -0.02326 -0.68794 -0.173
H 5.25676 -0.32737 -0.38097 0.114
H 4.32038 0.94944 -1.17936 0.115
C 3.65083 -1.04466 -1.64906 -0.195
H 4.26848 -1.13015 -2.54479 0.110
H 3.61938 -2.02513 -1.16459 0.113
C 2.23523 -0.61505 -2.02757 -0.173
C 1.39731 -0.42760 -0.76258 -0.198
H 1.28173 -1.39052 -0.25320 0.119
H 0.40557 -0.04015 -0.99880 0.109
H 2.27122 0.33195 -2.56620 0.099
H 1.76341 -1.36499 -2.66530 0.115
H 3.73417 0.90105 1.20308 0.110
H 3.31191 -0.82788 1.09062 0.124
H -0.79254 2.04325 -1.40458 0.126
H -4.34823 0.77681 -1.65110 0.158
C -1.94308 -1.94259 0.08717 -0.232
C -1.61520 -3.27810 0.06485 -0.004
C -0.61536 -3.45571 1.04394 -0.023
C -0.39886 -2.22450 1.60230 -0.335
O -1.19864 -1.31303 1.02772 0.083
C 0.52172 -1.76749 2.67503 0.004
H -0.03627 -1.55040 3.58565 0.088
H 1.02153 -0.85214 2.36147 0.069
H 1.25666 -2.53775 2.88997 0.088
H -0.12505 -4.37290 1.29939 0.109
H -2.02130 -4.03964 -0.56895 0.105
H -3.72995 -2.87905 -1.59326 0.069
H -4.87110 -1.56267 -1.31044 0.088
H -3.69749 -1.44489 -2.62681 0.089
```

Total charge: 0
HOMO energy: -8.12 eV
SMILES: C/C(=N\NC(=O)c1cccc(S(=O)(=O)N2CCCCC2)c1)c1ccc(C)o1
LUMO level: 0.5 eV
Energy above the lowest of the compared OMol25 structures with the same formula, charge and spin: 81.1 kcal per mole


[4]
C5H7NO in the gas phase. Source: OMol25; level of theory: ωB97M-V/def2-TZVPD.

```
14
Properties=species:S:1:pos:R:3:lowdin_charge:R:1
C 0.94694 -1.37534 0.65718 -0.093
C 0.98118 -0.12452 -0.18715 -0.170
C -0.38228 0.48223 -0.46469 -0.439
C -0.97342 1.69448 0.19989 -0.069
O -0.39144 1.75860 -1.06088 0.016
C -1.38572 -0.43047 -0.93490 -0.149
N -2.17151 -1.20318 -1.26663 0.182
H 0.47035 -1.17163 1.61141 0.081
H 1.95135 -1.75300 0.85280 0.079
H 0.37263 -2.15301 0.16224 0.072
H 1.57593 0.63651 0.30442 0.119
H 1.47863 -0.33837 -1.13463 0.128
H -2.03679 1.92976 0.19138 0.128
H -0.43403 2.04172 1.06592 0.115
```

Total charge: 0
HOMO energy: -10.91 eV
SMILES: CC[C@@]1(C#N)CO1
LUMO level: 0.8 eV
Energy above the lowest of the compared OMol25 structures with the same formula, charge and spin: 43.0 kcal per mole


[5]
A molecular structure, C16H10N5O6Ru. Source: OMol25; level of theory: ωB97M-V/def2-TZVPD.

```
38
Properties=species:S:1:pos:R:3:mulliken_spin:R:1
Ru 8.09629 7.97999 4.46008 2.579
N 11.87359 9.66372 4.46690 0.014
C 12.38897 8.37284 4.35437 0.000
C 11.31261 7.56196 4.21853 0.017
N 10.15157 8.30861 4.26445 -0.042
C 10.54786 9.57950 4.44355 0.025
C 9.45206 10.52694 4.59677 0.057
N 8.20748 10.01067 4.53671 -0.050
C 7.36561 11.03851 4.79129 0.020
C 8.08270 12.21220 5.01344 -0.002
N 9.41167 11.81605 4.90090 0.013
H 12.45887 10.47589 4.57633 -0.001
H 13.46501 8.32641 4.31893 0.000
H 11.24073 6.50042 4.10274 -0.002
H 6.30958 10.89950 4.77652 -0.001
H 7.74972 13.21846 5.20502 0.000
H 10.23938 12.44251 4.98626 -0.001
O 4.61677 6.11981 4.06894 0.263
C 5.66581 6.60698 4.14090 0.100
O 6.16190 7.78814 3.94634 0.187
C 7.08357 5.36131 4.27303 0.080
O 6.74936 4.25256 4.20311 0.260
O 8.18918 5.98110 4.17088 0.163
O 9.78660 9.48148 7.22187 0.017
C 8.92211 8.70359 7.54024 0.014
N 8.19722 7.98483 6.59673 0.191
C 7.15976 7.30664 7.20730 0.048
O 6.37093 6.61418 6.58106 0.028
C 7.26387 7.55068 8.69169 0.006
C 6.50037 7.11924 9.76523 -0.006
C 6.84063 7.58653 11.03738 0.003
C 7.95426 8.43925 11.25303 0.003
C 8.67371 8.85329 10.13360 -0.007
C 8.32966 8.41029 8.87482 0.022
H 5.63235 6.48764 9.60214 0.000
H 6.17812 7.27251 11.86660 0.000
H 8.13653 8.80838 12.22800 0.000
H 9.52867 9.54828 10.20534 0.000
```

Total charge: +1
<S²>: 6.0156
HOMO energy (spin up / spin down): -12.10 / -12.21 eV
LUMO level (spin up / spin down): -3.5 / -5.7 eV
Multiplicity: 5


[6]
CH3NOS2 in the gas phase. Source: OMol25; level of theory: ωB97M-V/def2-TZVPD.

```
8
Properties=species:S:1:pos:R:3:lowdin_charge:R:1
C -1.20718 0.64467 -1.05857 -0.908
N 0.00221 0.54229 -0.54630 -0.316
O 0.45342 -1.09663 1.67024 -0.491
S -1.50038 0.95443 -2.62300 0.598
S 0.32930 0.48923 1.33062 0.885
H -2.00493 0.26633 -0.22475 0.115
H 0.67871 1.07893 -1.07162 0.062
H 1.25227 -1.47241 2.07365 0.055
```

Total charge: 0
HOMO energy: -8.64 eV
SMILES: OSNC=S
LUMO level: 0.0 eV
Energy above the lowest of the compared OMol25 structures with the same formula, charge and spin: 29.0 kcal per mole


[7]
A molecular structure, C34H45BF4O4V. Source: OMol25; level of theory: ωB97M-V/def2-TZVPD.

```
89
Properties=species:S:1:pos:R:3:mulliken_spin:R:1
V 1.91936 2.65365 -2.20023 3.084
B 3.37257 2.96993 -0.52482 -0.136
H 2.92962 3.83487 -0.99378 0.029
H 2.62450 2.19368 -0.47948 -0.002
H 4.21313 2.58150 -1.07874 0.033
H 3.69514 3.23686 0.46963 0.000
C -0.65036 0.28895 -1.50952 -0.021
O 0.33756 1.23377 -1.91983 -0.022
H -1.55565 0.36051 -2.11237 0.003
H -0.36767 -0.75925 -1.60681 0.007
H -1.08148 0.52017 -0.53547 0.000
C -0.63424 1.16669 -5.48092 0.003
C -0.49279 -0.29591 -6.01803 0.000
O -0.41648 -0.55806 -7.18970 0.000
C -0.36447 -1.40945 -5.05411 0.000
H -1.68885 1.43983 -5.44488 0.000
H -0.04900 1.90011 -6.03561 0.001
H -0.23774 1.12922 -4.46629 0.003
H -0.08160 -2.36394 -5.49799 0.000
H -1.35833 -1.60690 -4.65243 0.000
H 0.29836 -1.19473 -4.21587 0.000
C 0.68962 -5.70279 0.51272 0.000
C 1.15523 -5.35529 -0.86774 0.000
O 2.14803 -5.86425 -1.40906 0.000
C 0.44239 -4.15258 -1.46790 0.000
H 1.07314 -4.95653 1.20849 0.000
H 1.14706 -6.66297 0.75124 0.000
H -0.37254 -5.90024 0.65738 0.000
H -0.52631 -4.55653 -1.76210 0.000
H 1.04172 -3.68368 -2.24830 0.000
H 0.35457 -3.42361 -0.66230 0.000
C 3.18325 -1.44849 -2.24279 -0.002
C 4.03086 -0.17856 -2.43747 0.001
O 3.41446 0.83975 -2.83410 0.006
C 5.51601 -0.24537 -2.14282 0.001
H 3.58066 -2.17622 -2.95030 0.001
H 2.15081 -1.26869 -2.54255 0.001
H 3.38834 -1.87115 -1.25923 0.000
H 6.09775 -1.00525 -2.66460 0.000
H 5.68835 -0.44043 -1.08435 0.001
H 5.95440 0.71996 -2.39592 -0.001
F -1.76979 -1.73281 4.28253 0.000
C -2.21438 -1.93080 2.99198 0.000
C -2.10203 -3.10394 2.27135 0.000
C -2.54179 -3.15133 0.92460 0.000
C -3.14440 -2.06508 0.29670 0.000
C -3.24603 -0.86235 0.97488 0.000
C -2.80920 -0.83114 2.33365 0.000
H -1.75015 -3.96787 2.81560 0.000
H -2.44223 -4.06349 0.35500 0.000
H -3.56291 -2.24129 -0.68320 0.000
H -3.59169 -0.00182 0.42135 0.000
H -2.87340 0.09920 2.87840 0.000
F -0.21916 4.89780 1.82134 0.000
C -0.46292 3.82644 2.63573 0.002
C -0.71168 4.03464 3.97284 0.000
C -0.77052 2.96664 4.84154 0.000
C -0.56665 1.69935 4.37184 0.000
C -0.41154 1.45685 3.00218 0.001
C -0.38768 2.54506 2.12368 -0.006
H -0.76292 5.01161 4.43032 0.000
H -0.99862 3.19090 5.87308 0.000
H -0.70935 0.84855 5.02159 0.000
H -0.30227 0.41255 2.74942 0.000
H -0.20635 2.43940 1.06427 0.005
F -7.31853 4.49124 0.84254 0.000
C -6.06522 3.93771 0.67387 0.000
C -5.83054 2.96030 -0.32261 0.000
C -4.59084 2.40567 -0.44244 0.000
C -3.56559 2.81012 0.45063 -0.001
C -3.79862 3.81353 1.35829 0.000
C -5.04839 4.32584 1.51615 0.000
H -6.61499 2.86314 -1.05855 0.000
H -4.45930 1.66136 -1.21387 0.000
H -2.59031 2.35828 0.34547 0.001
H -3.01635 4.28450 1.93505 0.000
H -5.12692 5.15961 2.19811 0.000
F 1.12831 -2.44550 1.11164 0.000
C 2.04276 -1.66415 1.65674 -0.003
C 2.95212 -2.21821 2.53461 0.000
C 3.95136 -1.42800 3.12437 0.000
C 3.97927 -0.07622 2.74660 0.000
C 3.09684 0.53159 1.83466 -0.002
C 2.14732 -0.32013 1.22904 0.013
H 2.86667 -3.27703 2.72954 0.000
H 4.58287 -1.87445 3.87820 0.000
H 4.71330 0.57647 3.19561 0.000
H 3.19351 1.59868 1.69910 0.004
H 1.35985 0.06005 0.59520 -0.005
```

Total charge: 0
<S²>: 3.7568
HOMO energy (spin up / spin down): -8.75 / -9.18 eV
LUMO level (spin up / spin down): -0.7 / -0.8 eV
Multiplicity: 4


[8]
2 unconnected molecules or ions with the total composition CH4N2O2. Source: OMol25; level of theory: ωB97M-V/def2-TZVPD.

```
9
Properties=species:S:1:pos:R:3:lowdin_charge:R:1
C -1.43989 -0.53904 0.09290 -0.145
N 1.83700 -0.44176 -0.18655 -0.246
N 1.36485 0.72478 -0.11071 0.115
O 3.06572 -0.70330 -0.17873 -0.054
O -0.97719 -1.56482 -0.29444 0.000
H -1.10042 0.53684 0.01556 0.084
H -2.32603 -0.63953 0.63682 0.054
H 2.10196 1.37320 0.04465 0.060
H 1.04871 -1.10859 -0.10786 0.130
```

Total charge: 0
HOMO energy: -10.29 eV
SMILES: [H]/N=[NH+]\[O-].C=O
LUMO level: 0.4 eV
Energy above the lowest of the compared OMol25 structures with the same formula, charge and spin: 80.5 kcal per mole